(1)
{
  "formula": "C18H33Cl5N6",
  "method": "ωB97M-V/def2-TZVPD",
  "charge": -2,
  "multiplicity": 1,
  "e_tot_ha": -3334.43615,
  "species": ["Cl", "Cl", "Cl", "Cl", "Cl", "N", "N", "N", "N", "N", "N", "C", "C", "C", "C", "C", "C", "C", "C", "C", "C", "C", "C", "C", "C", "C", "C", "C", "C", "H", "H", "H", "H", "H", "H", "H", "H", "H", "H", "H", "H", "H", "H", "H", "H", "H", "H", "H", "H", "H", "H", "H", "H", "H", "H", "H", "H", "H", "H", "H", "H", "H"],
  "coordinates": [[-19.333, 10.557, -14.096], [-16.994, 8.615, -11.738], [-18.599, 6.805, -9.696], [-19.962, 4.140, -12.215], [-21.752, 8.421, -15.890], [-24.678, 6.875, -16.871], [-21.902, 9.546, -7.310], [-24.674, 9.160, -17.162], [-22.183, 9.431, -9.532], [-21.692, 7.526, -13.307], [-20.158, 8.389, -11.946], [-22.274, 5.099, -13.368], [-21.897, 9.425, -10.939], [-22.497, 6.494, -14.020], [-24.259, 8.105, -16.328], [-20.812, 9.450, -12.481], [-23.264, 8.764, -8.999], [-21.354, 9.790, -8.574], [-21.002, 8.801, -5.054], [-23.156, 8.936, -7.600], [-21.403, 9.933, -5.938], [-20.769, 7.208, -12.378], [-25.518, 7.157, -17.937], [-25.495, 8.641, -18.139], [-24.378, 5.523, -16.382], [-24.125, 10.454, -16.960], [-18.996, 8.555, -11.150], [-22.896, 5.106, -16.412], [-21.702, 8.870, -13.400], [-22.507, 9.280, -13.992], [-24.031, 8.193, -9.501], [-22.428, 6.616, -15.101], [-24.873, 5.237, -15.454], [-22.534, 5.198, -12.314], [-22.293, 10.383, -5.497], [-23.804, 8.230, -15.357], [-22.398, 5.755, -15.692], [-18.477, 9.412, -11.579], [-21.465, 7.855, -5.337], [-19.208, 8.639, -10.085], [-24.191, 10.793, -15.926], [-24.911, 4.811, -17.012], [-24.557, 11.207, -17.619], [-21.087, 8.751, -11.218], [-20.641, 10.701, -6.067], [-22.771, 9.207, -11.552], [-19.935, 8.798, -5.276], [-23.544, 6.709, -13.810], [-20.996, 9.009, -3.984], [-22.613, 4.089, -16.139], [-23.118, 4.420, -13.492], [-21.483, 10.385, -11.247], [-18.275, 7.778, -11.406], [-20.313, 10.406, -12.542], [-23.676, 8.406, -6.815], [-21.308, 4.655, -13.608], [-20.474, 6.208, -12.092], [-26.072, 6.418, -18.498], [-26.042, 9.320, -18.777], [-20.372, 10.227, -8.680], [-22.395, 5.300, -17.361], [-23.064, 10.294, -17.149]]
}

=====

(2)
{
  "formula": "C18H33F3O14P",
  "method": "ωB97M-V/def2-TZVPD",
  "charge": -1,
  "multiplicity": 1,
  "e_tot_ha": -2400.13158,
  "species": ["P", "F", "F", "F", "O", "O", "O", "O", "O", "O", "O", "O", "O", "O", "O", "O", "O", "O", "C", "C", "C", "C", "C", "C", "C", "C", "C", "C", "C", "C", "C", "C", "C", "C", "C", "C", "H", "H", "H", "H", "H", "H", "H", "H", "H", "H", "H", "H", "H", "H", "H", "H", "H", "H", "H", "H", "H", "H", "H", "H", "H", "H", "H", "H", "H", "H", "H", "H", "H"],
  "coordinates": [[-1.441, 0.336, -3.206], [-0.861, -5.875, 1.618], [-0.891, -3.980, 2.686], [-1.604, -4.076, 0.645], [3.449, 1.525, 3.820], [-2.543, -0.374, -2.305], [-0.670, -5.858, -3.936], [-0.184, 0.255, -0.143], [-1.531, -0.134, -4.589], [3.736, 3.430, 1.572], [-4.519, 3.981, 2.381], [-1.712, 1.921, -3.111], [-0.439, -4.444, -5.634], [2.626, -0.908, 0.382], [0.580, -4.354, 1.035], [-0.033, -1.810, -1.004], [3.164, -1.709, -1.648], [-3.815, 2.170, 0.162], [1.063, -3.352, -2.987], [3.335, 2.607, 4.714], [1.175, -2.533, -0.573], [-2.984, 3.205, 0.668], [5.119, 3.523, 1.830], [-0.007, -5.027, -4.470], [-5.441, 3.023, 2.863], [0.975, -2.967, 0.882], [-3.225, 3.443, 2.139], [2.462, -1.625, -0.620], [-0.659, -4.553, 1.480], [0.013, -0.472, -1.068], [2.565, 1.622, 2.703], [3.280, 2.077, 1.458], [1.313, -4.544, -3.955], [0.191, 0.080, -2.455], [1.304, -3.717, -1.531], [-4.916, 2.647, -0.591], [0.717, 1.028, -2.418], [0.565, -4.479, -1.285], [1.887, -2.831, 1.448], [1.736, 2.300, 2.935], [0.238, -2.308, 1.331], [2.289, -4.165, -1.435], [5.414, 2.904, 2.682], [1.874, -4.163, -4.804], [-2.495, 4.172, 2.503], [-3.135, 4.130, 0.103], [-2.626, 0.051, -1.435], [-1.945, 2.888, 0.531], [-1.136, 2.297, -2.431], [-0.562, -3.494, -5.502], [-4.579, 3.066, -1.545], [2.156, 0.627, 2.514], [2.581, 2.035, 0.621], [-6.425, 3.489, 2.865], [2.381, 2.570, 5.255], [3.418, 3.569, 4.199], [1.848, -5.353, -3.474], [1.698, -2.527, -3.290], [-5.481, 3.403, -0.039], [4.147, 2.524, 5.438], [-5.470, 2.135, 2.226], [4.107, 1.403, 1.232], [-5.191, 2.725, 3.887], [0.029, -3.027, -3.108], [-3.084, 2.513, 2.696], [5.702, 3.224, 0.951], [-5.565, 1.797, -0.794], [5.344, 4.566, 2.059], [0.688, -0.606, -3.127]]
}

=====

(3)
{
  "formula": "C18H33IrN4O3S3Si",
  "method": "ωB97M-V/def2-TZVPD",
  "charge": 2,
  "multiplicity": 1,
  "e_tot_ha": -2738.42894,
  "species": ["Ir", "S", "S", "S", "Si", "O", "O", "O", "N", "N", "N", "N", "C", "C", "C", "C", "C", "C", "C", "C", "C", "C", "C", "C", "C", "C", "C", "C", "C", "C", "H", "H", "H", "H", "H", "H", "H", "H", "H", "H", "H", "H", "H", "H", "H", "H", "H", "H", "H", "H", "H", "H", "H", "H", "H", "H", "H", "H", "H", "H", "H", "H", "H"],
  "coordinates": [[0.095, -0.103, -0.016], [4.269, -0.933, -2.233], [-1.251, 1.848, -0.085], [-1.268, -4.154, -2.225], [-1.263, 1.958, 2.148], [-0.529, 0.478, 2.208], [-0.268, 3.088, 2.636], [-2.718, 2.077, 2.766], [-0.406, -1.968, -1.168], [-2.656, -2.397, -0.701], [3.412, 1.171, -0.754], [1.935, -0.588, -1.193], [-4.082, 1.744, 2.459], [-4.605, 2.774, 1.465], [-0.841, -0.607, 4.355], [1.320, 0.545, 3.778], [-0.936, 4.098, 4.726], [3.105, -0.002, -1.306], [0.147, -0.269, 3.248], [3.072, -2.135, -2.475], [1.047, 4.895, 3.374], [1.897, -1.794, -1.862], [-1.309, 5.285, 2.560], [-1.492, -2.696, -1.274], [0.363, -3.701, -2.486], [-4.124, 0.340, 1.866], [0.648, -1.542, 2.559], [-4.845, 1.819, 3.780], [0.654, -2.519, -1.858], [-0.378, 4.356, 3.331], [-3.477, -2.940, -0.910], [3.284, -3.017, -3.047], [-1.047, 5.042, 5.251], [-0.952, 5.432, 1.543], [-2.780, -1.494, -0.264], [-3.699, -0.377, 2.565], [-4.444, 1.107, 4.497], [0.965, 1.449, 4.260], [-0.272, 3.458, 5.303], [4.289, 1.618, -0.963], [-4.546, 3.772, 1.890], [1.018, -4.306, -3.081], [1.410, 5.076, 2.366], [-2.308, 4.858, 2.533], [-1.222, 0.301, 4.814], [1.081, 5.828, 3.926], [-0.345, -1.202, 5.118], [-0.193, -2.127, 2.187], [-4.010, 2.750, 0.554], [1.880, -0.039, 4.502], [-1.356, 6.251, 3.053], [-5.641, 2.566, 1.217], [-1.911, 3.622, 4.654], [1.318, -1.277, 1.726], [-4.765, 2.816, 4.205], [1.986, 0.827, 2.965], [2.679, 1.734, -0.349], [1.213, -2.159, 3.252], [-1.674, -1.182, 3.959], [-5.151, 0.064, 1.652], [-3.545, 0.324, 0.942], [-5.894, 1.599, 3.614], [1.703, 4.178, 3.861]]
}

=====

(4)
{
  "formula": "C18H33N3O3",
  "method": "ωB97M-V/def2-TZVPD",
  "charge": 0,
  "multiplicity": 1,
  "relative_energy_kj_mol": 896.9,
  "e_tot_ha": -1095.38965,
  "species": ["O", "O", "O", "N", "N", "N", "C", "C", "C", "C", "C", "C", "C", "C", "C", "C", "C", "C", "C", "C", "C", "C", "C", "C", "H", "H", "H", "H", "H", "H", "H", "H", "H", "H", "H", "H", "H", "H", "H", "H", "H", "H", "H", "H", "H", "H", "H", "H", "H", "H", "H", "H", "H", "H", "H", "H", "H"],
  "coordinates": [[-1.140, 0.249, -3.241], [-4.174, -1.747, 2.621], [3.022, 3.336, -0.660], [4.237, 2.479, 1.280], [2.163, 2.365, -1.155], [0.420, 1.181, -1.413], [-1.205, -2.229, 2.761], [-0.199, -0.539, -3.973], [-0.930, -3.054, 1.508], [0.268, 3.009, 0.365], [1.356, 0.718, -2.338], [0.266, -0.263, 2.735], [-0.674, -1.996, -4.067], [3.688, 2.882, 0.376], [-1.185, -2.307, 0.204], [-0.699, 0.784, 3.295], [0.907, 2.196, -0.694], [0.048, -1.632, 3.407], [1.185, -0.414, -3.297], [3.817, 1.439, -2.821], [2.487, 1.469, -2.172], [-2.446, -1.443, 0.230], [-0.411, 2.175, 2.702], [-0.762, 2.222, 1.200], [-1.709, -2.043, -3.751], [-2.821, -1.299, -0.780], [1.916, -0.243, -4.081], [-1.713, 2.736, 1.121], [-3.207, -1.835, 0.908], [-0.115, -2.651, -3.413], [-0.518, 0.799, -1.325], [-1.503, -3.974, 1.549], [-0.116, -1.464, 4.466], [4.238, 0.443, -2.827], [0.121, -3.352, 1.513], [1.476, -1.342, -2.814], [0.927, -2.254, 3.250], [0.639, 2.394, 2.890], [-1.676, -2.885, 3.485], [0.120, -0.433, 1.670], [-0.201, 3.862, -0.124], [-1.736, 0.550, 3.071], [-1.002, 2.938, 3.197], [-0.911, 1.225, 0.814], [-0.613, -2.357, -5.087], [3.787, 1.852, -3.823], [-0.132, -0.141, -4.980], [-1.735, 0.693, -3.849], [1.049, 3.412, 0.999], [-1.294, -3.055, -0.578], [-0.306, -1.725, -0.092], [1.280, 0.129, 2.865], [-4.112, -1.837, 3.578], [-0.528, 0.822, 4.366], [-2.206, -0.445, 0.602], [4.504, 2.060, -2.256], [-1.942, -1.458, 2.585]]
}

=====

(5)
{
  "formula": "C18H33N3O3PdSbSe2",
  "method": "ωB97M-V/def2-TZVPD",
  "charge": 1,
  "multiplicity": 5,
  "relative_energy_kj_mol": 86.5,
  "e_tot_ha": -6266.28995,
  "species": ["Sb", "Pd", "Se", "Se", "O", "O", "O", "N", "N", "N", "C", "C", "C", "C", "C", "C", "C", "C", "C", "C", "C", "C", "C", "C", "C", "C", "C", "C", "H", "H", "H", "H", "H", "H", "H", "H", "H", "H", "H", "H", "H", "H", "H", "H", "H", "H", "H", "H", "H", "H", "H", "H", "H", "H", "H", "H", "H", "H", "H", "H", "H"],
  "coordinates": [[-1.528, -0.104, -0.077], [1.189, -0.511, 0.032], [2.060, -0.179, -2.163], [1.340, 1.559, 1.360], [0.484, 1.992, -1.464], [3.386, 4.876, -1.088], [0.872, -1.894, 2.046], [1.259, -3.434, 3.657], [3.450, -1.064, 0.456], [4.440, -4.703, 3.187], [-3.140, -1.737, 2.115], [-1.280, -1.769, -2.682], [-2.357, 0.553, 2.831], [-3.206, 2.011, -1.680], [1.484, 2.955, -1.759], [3.869, 3.617, -1.486], [-2.039, -0.696, 2.025], [3.410, -1.924, 1.243], [-4.438, -0.130, -1.202], [-0.523, -2.936, -0.591], [2.730, 2.574, 0.413], [-1.568, -2.027, -1.210], [1.657, -2.667, 2.630], [3.044, -2.817, 2.216], [-3.459, 0.896, -0.688], [3.839, -3.839, 2.721], [3.347, 1.206, -1.667], [2.817, 2.540, -1.119], [-4.098, -1.349, 1.776], [-5.416, 0.336, -1.331], [-2.530, 2.759, -1.265], [4.007, 5.560, -1.361], [-0.615, -3.959, -0.957], [1.907, -4.060, 4.107], [-4.128, -0.521, -2.168], [-2.892, -2.622, 1.531], [1.201, 3.936, -1.359], [-3.806, 1.302, 0.261], [4.054, 3.600, -2.567], [-0.291, -1.313, -2.812], [-1.542, 1.277, 2.761], [-1.103, -1.127, 2.390], [-1.280, -2.705, -3.240], [3.994, 0.734, -0.922], [-2.020, -1.106, -3.132], [2.591, 3.614, 0.724], [-2.489, 0.293, 3.882], [-3.277, 1.024, 2.490], [-0.315, 2.227, -1.955], [0.494, -2.582, -0.871], [-3.257, -2.037, 3.156], [0.303, -3.408, 3.973], [-2.572, -2.440, -1.079], [-4.551, -0.953, -0.502], [4.814, 3.385, -0.972], [-0.602, -2.963, 0.499], [3.673, 2.217, 0.841], [-2.801, 1.611, -2.609], [3.927, 1.381, -2.578], [-4.146, 2.510, -1.918], [1.632, 3.032, -2.845]]
}

=====

(6)
{
  "formula": "C18H33N6O11S",
  "method": "ωB97M-V/def2-TZVPD",
  "charge": 1,
  "multiplicity": 1,
  "e_tot_ha": -2259.40513,
  "species": ["S", "O", "O", "O", "O", "O", "O", "O", "O", "O", "O", "O", "N", "N", "N", "N", "N", "N", "C", "C", "C", "C", "C", "C", "C", "C", "C", "C", "C", "C", "C", "C", "C", "C", "C", "C", "H", "H", "H", "H", "H", "H", "H", "H", "H", "H", "H", "H", "H", "H", "H", "H", "H", "H", "H", "H", "H", "H", "H", "H", "H", "H", "H", "H", "H", "H", "H", "H", "H"],
  "coordinates": [[2.872, 0.626, 2.914], [-4.832, 6.285, -9.276], [1.558, -4.627, 7.756], [1.124, 1.357, 0.625], [-1.512, 4.921, -5.696], [-4.901, 7.550, -11.193], [-1.396, 3.399, -3.979], [1.497, -5.742, 9.765], [-6.141, 5.740, -11.085], [0.198, 5.019, -4.321], [2.532, -3.708, 9.498], [-2.633, -3.900, 2.616], [2.183, -0.032, -1.109], [1.892, -4.246, 1.988], [-0.220, -5.206, 1.199], [0.892, -6.022, 0.910], [2.087, -5.468, 1.359], [2.951, -0.280, 0.040], [-6.598, 4.593, -10.371], [-0.949, 4.350, -4.602], [2.727, -2.648, 3.947], [4.327, -0.515, 3.210], [0.902, 4.523, -3.184], [-0.409, -2.700, 2.457], [0.400, -4.016, 1.908], [-5.249, 6.503, -10.403], [0.817, -5.697, 7.174], [-3.961, 8.444, -10.601], [-2.734, 4.315, -6.111], [1.829, -4.789, 9.076], [1.054, 0.972, -0.801], [2.294, 0.568, 1.116], [3.033, -3.416, 2.531], [4.063, -1.708, 4.304], [-1.994, -2.732, 1.973], [2.889, -3.742, 10.878], [2.656, -3.424, 4.826], [-7.306, 4.058, -11.009], [3.925, -4.178, 2.751], [0.304, 1.355, -1.617], [0.658, -5.462, 6.118], [5.010, -2.410, 4.319], [-3.095, 4.852, -6.993], [1.379, -6.635, 7.237], [3.533, -4.601, 11.089], [3.461, -2.692, 1.686], [3.071, -5.808, 1.276], [1.801, 5.132, -3.052], [-3.021, 7.927, -10.383], [1.993, -3.763, 11.508], [-2.572, 3.268, -6.388], [-0.304, -2.554, 3.634], [1.210, 3.485, -3.343], [3.447, -2.829, 11.105], [-7.119, 4.891, -9.455], [-4.376, 8.896, -9.694], [1.824, -1.902, 3.926], [-3.462, -3.603, 3.095], [5.226, 0.151, 3.625], [-3.492, 4.397, -5.325], [0.290, 4.613, -2.281], [0.077, -1.732, 1.965], [-2.569, -1.761, 2.333], [-5.764, 3.922, -10.143], [-3.755, 9.242, -11.320], [3.926, -1.276, 5.384], [-2.062, -2.810, 0.807], [4.674, -0.923, 2.151], [-0.161, -5.797, 7.655]]
}

=====

| no. | largest force on an atom (hartree/bohr) |
| --- | --- |
| 1 | 0.242 |
| 2 | 0.024 |
| 3 | 0.052 |
| 4 | 0.041 |
| 5 | 0.034 |
| 6 | 0.149 |